{"formula": "C48H89Br2F3N12O12", "method": "the ωB97M-V functional and the def2-TZVPD basis", "e_homo_ev": -8.80, "max_force_ha_per_bohr": 0.030, "orbital_gap_ev": 8.681, "e_lumo_ev": -0.1, "smiles": "[H]/N=C/CN1C(=O)c2cc(CC[C@](F)(Br)C(F)(F)Br)c(CCCCCOCC)c(N)c2C1=O.CN(C)C=O.CN(C)C=O.CN(C)C=O.CN(C)C=O.CN(C)C=O.CN(C)C=O.CN(C)C=O.CN(C)C=O.CN(C)C=O", "elements": ["C", "C", "O", "C", "C", "C", "C", "C", "C", "C", "C", "C", "C", "F", "Br", "C", "F", "F", "Br", "C", "C", "C", "C", "N", "C", "O", "N", "C", "C", "N", "C", "O", "H", "H", "H", "H", "H", "H", "H", "H", "H", "H", "H", "H", "H", "H", "H", "H", "H", "H", "H", "H", "H", "H", "H", "H", "H", "H", "C", "O", "N", "C", "C", "H", "H", "H", "H", "H", "H", "H", "C", "O", "N", "C", "C", "H", "H", "H", "H", "H", "H", "H", "C", "O", "N", "C", "C", "H", "H", "H", "H", "H", "H", "H", "C", "O", "N", "C", "C", "H", "H", "H", "H", "H", "H", "H", "C", "O", "N", "C", "C", "H", "H", "H", "H", "H", "H", "H", "C", "O", "N", "C", "C", "H", "H", "H", "H", "H", "H", "H", "C", "O", "N", "C", "C", "H", "H", "H", "H", "H", "H", "H", "C", "O", "N", "C", "C", "H", "H", "H", "H", "H", "H", "H", "C", "O", "N", "C", "C", "H", "H", "H", "H", "H", "H", "H"], "xyz": [[-0.8089, 5.5583, 3.2418], [-2.1786, 5.4522, 2.5723], [-3.2448, 5.7857, 3.4329], [-3.7065, 4.6743, 4.1700], [-4.5941, 3.7526, 3.3367], [-4.7127, 2.3446, 3.9248], [-3.3889, 1.5785, 3.9846], [-3.0832, 0.9490, 2.6171], [-1.6783, 0.4302, 2.3895], [-1.0613, 0.5858, 1.1269], [-1.7076, 1.2706, -0.0671], [-2.9985, 0.6299, -0.5521], [-3.6056, 1.3849, -1.7460], [-3.4301, 2.7199, -1.6665], [-5.5342, 1.0460, -1.7320], [-3.0976, 0.8741, -3.1263], [-1.7740, 1.0117, -3.3247], [-3.4327, -0.4008, -3.2718], [-3.9208, 1.8910, -4.5997], [0.2321, 0.1071, 0.8865], [0.9190, -0.4849, 1.9164], [0.3438, -0.6479, 3.1555], [-0.9534, -0.2300, 3.4075], [-1.5170, -0.4776, 4.7019], [1.3495, -1.2992, 4.0425], [1.2063, -1.9166, 5.0540], [2.6001, -1.0927, 3.3834], [3.4779, -0.0644, 3.9632], [3.5061, 1.1978, 3.1395], [2.5251, 1.9865, 3.2385], [2.3031, -1.0266, 1.9885], [3.0307, -1.4058, 1.1214], [-0.7673, 6.3872, 3.9383], [-0.5351, 4.6199, 3.7193], [-0.0876, 5.7149, 2.4441], [-2.2610, 4.4402, 2.1624], [-2.2075, 6.1239, 1.7244], [-4.2985, 5.0089, 5.0181], [-2.8350, 4.1553, 4.5738], [-5.5827, 4.2034, 3.2967], [-4.2428, 3.6661, 2.3113], [-5.3873, 1.7897, 3.2714], [-5.1995, 2.3736, 4.8967], [-2.5724, 2.1839, 4.3676], [-3.5453, 0.7585, 4.6746], [-3.8454, 0.1978, 2.4148], [-3.2347, 1.7358, 1.8826], [-1.0034, 1.2239, -0.8805], [-1.8317, 2.3264, 0.1719], [-2.8467, -0.3972, -0.8745], [-3.7649, 0.6164, 0.2078], [0.7024, 0.2060, -0.0765], [-1.3822, 0.3861, 5.2178], [-0.9183, -1.1547, 5.1645], [3.0614, 0.2127, 4.9264], [4.4901, -0.4196, 4.1419], [4.3464, 1.4447, 2.4934], [2.6455, 2.7939, 2.6287], [3.0379, -5.8195, 1.7223], [2.6609, -6.9779, 1.6775], [4.3016, -5.4308, 1.9508], [4.6721, -4.0270, 1.9807], [5.3149, -6.4480, 2.1720], [2.3476, -4.9720, 1.5721], [5.4200, -3.8245, 1.2111], [5.0876, -3.7716, 2.9576], [3.8041, -3.4071, 1.7947], [5.3808, -7.1059, 1.3048], [5.0523, -7.0559, 3.0382], [6.2767, -5.9711, 2.3408], [0.1326, 6.1010, -2.4757], [-0.2248, 5.9357, -1.3270], [-0.6585, 5.9434, -3.5508], [-0.1671, 6.1392, -4.8996], [-2.0509, 5.5592, -3.3555], [1.1662, 6.3911, -2.7347], [-0.7316, 6.9317, -5.3946], [-0.2750, 5.2175, -5.4765], [0.8844, 6.4193, -4.8766], [-2.5740, 6.3074, -2.7597], [-2.1001, 4.6080, -2.8285], [-2.5330, 5.4625, -4.3248], [0.7035, 3.6902, 7.7750], [0.1262, 4.1806, 6.8265], [0.9448, 2.3714, 7.9234], [1.6317, 1.8324, 9.0794], [0.4928, 1.4715, 6.8789], [1.0819, 4.2980, 8.6151], [2.5423, 1.3154, 8.7694], [0.9866, 1.1254, 9.6052], [1.8998, 2.6369, 9.7608], [0.9597, 1.7431, 5.9279], [-0.5897, 1.5624, 6.7654], [0.7500, 0.4450, 7.1327], [-9.0744, -1.3423, -3.7174], [-8.9722, -0.1310, -3.6365], [-8.0647, -2.1800, -4.0049], [-8.2526, -3.6190, -4.0788], [-6.7481, -1.6121, -4.2452], [-10.0343, -1.8619, -3.5512], [-7.6189, -4.1169, -3.3489], [-7.9927, -3.9798, -5.0723], [-9.2953, -3.8588, -3.8720], [-6.4263, -1.0534, -3.3671], [-6.7935, -0.9186, -5.0868], [-6.0414, -2.4072, -4.4601], [2.7804, 3.1608, -1.5383], [2.3610, 2.9258, -0.4175], [2.0803, 2.9786, -2.6696], [2.6334, 3.2742, -3.9771], [0.7265, 2.4621, -2.5590], [3.7951, 3.5547, -1.7127], [2.0218, 4.0301, -4.4769], [2.6455, 2.3671, -4.5847], [3.6500, 3.6421, -3.8796], [0.1236, 3.1425, -1.9534], [0.7498, 1.4901, -2.0704], [0.2853, 2.3616, -3.5459], [-4.9179, -5.6261, -5.1405], [-5.5996, -4.7601, -4.6194], [-5.0740, -6.9432, -4.9329], [-4.2336, -7.9333, -5.5793], [-6.1231, -7.3840, -4.0276], [-4.0996, -5.3889, -5.8402], [-4.8437, -8.6024, -6.1886], [-3.7039, -8.5231, -4.8291], [-3.5042, -7.4422, -6.2193], [-7.0943, -7.0424, -4.3868], [-5.9608, -6.9630, -3.0349], [-6.1197, -8.4688, -3.9669], [6.4166, 1.7266, -4.4548], [5.7659, 2.6561, -4.0069], [6.1971, 0.4379, -4.1550], [6.9990, -0.6340, -4.7144], [5.1165, 0.1114, -3.2347], [7.2547, 1.8781, -5.1546], [6.3659, -1.3175, -5.2826], [7.4908, -1.1899, -3.9145], [7.7583, -0.2250, -5.3772], [4.1662, 0.4693, -3.6325], [5.2848, 0.5951, -2.2720], [5.0687, -0.9647, -3.0948], [-1.3306, -9.5468, -1.2928], [-0.7493, -10.5325, -1.7040], [-0.8574, -8.7047, -0.3579], [-1.6074, -7.5468, 0.0820], [0.4493, -8.9609, 0.2335], [-2.3281, -9.2553, -1.6696], [-1.0397, -6.6350, -0.1146], [-1.8060, -7.6124, 1.1535], [-2.5562, -7.4925, -0.4487], [1.2127, -8.9653, -0.5438], [0.4505, -9.9375, 0.7183], [0.6838, -8.1904, 0.9614], [8.6524, 4.1191, 0.7337], [8.2080, 3.8805, 1.8392], [7.9759, 3.9393, -0.4169], [8.5535, 4.2357, -1.7125], [6.6183, 3.4287, -0.3476], [9.6732, 4.5099, 0.5806], [7.9591, 4.9940, -2.2253], [8.5773, 3.3342, -2.3284], [9.5691, 4.6067, -1.5905], [6.0028, 4.1096, 0.2427], [6.6172, 2.4522, 0.1404], [6.2072, 3.3367, -1.3511]], "atomic_forces_ev_per_a": [[-0.18, -0.38, -0.49], [0.70, 0.09, 0.10], [-0.48, 0.10, -0.03], [0.17, -0.32, -0.25], [-0.03, -0.22, 0.40], [0.13, 0.35, -0.41], [-0.79, -0.73, 0.00], [0.51, 0.81, 0.20], [0.32, -0.27, -0.11], [0.15, -0.18, -0.22], [0.01, -0.14, 0.57], [-0.15, 0.49, -0.39], [-0.36, -0.81, -0.02], [0.32, 0.20, 0.00], [0.00, 0.14, 0.06], [-0.79, 1.08, -0.82], [0.02, -0.29, 0.73], [0.36, -0.43, 0.05], [0.11, -0.10, 0.16], [-0.07, -0.28, 0.28], [0.00, -0.22, -0.48], [-0.49, -0.27, 0.04], [-0.28, -0.24, 0.21], [0.54, 0.17, -0.37], [-0.15, 0.92, -0.90], [-0.07, 0.09, 0.82], [0.41, -0.91, 0.14], [0.58, -0.09, 0.12], [-0.30, 0.55, 0.02], [-0.14, 0.05, 0.04], [-0.57, 0.60, 0.43], [0.46, 0.31, -0.52], [0.01, 0.06, 0.14], [0.04, 0.10, 0.39], [0.26, 0.10, -0.03], [-0.30, -0.08, -0.01], [-0.22, 0.29, -0.13], [0.09, 0.38, 0.10], [0.00, -0.17, 0.11], [-0.15, 0.06, -0.19], [0.17, 0.17, -0.13], [-0.16, -0.18, 0.05], [0.09, 0.07, 0.24], [0.16, 0.12, -0.11], [0.18, -0.04, 0.26], [0.06, -0.28, 0.01], [-0.11, 0.11, -0.19], [0.33, 0.12, -0.21], [-0.27, 0.11, -0.06], [0.10, -0.17, 0.07], [-0.01, -0.04, 0.22], [0.03, 0.14, -0.19], [-0.48, -0.02, 0.25], [-0.04, -0.08, 0.07], [-0.08, -0.07, 0.19], [0.05, -0.29, -0.13], [0.24, -0.36, -0.05], [-0.09, 0.05, -0.07], [-0.16, 0.01, -0.03], [0.05, -0.01, 0.02], [0.08, 0.14, 0.02], [0.18, -0.36, 0.07], [-0.18, -0.05, -0.04], [0.02, 0.01, 0.01], [-0.01, 0.10, 0.02], [0.00, 0.08, -0.02], [-0.02, 0.03, -0.02], [0.04, -0.04, 0.03], [0.05, -0.04, -0.01], [-0.01, 0.05, 0.00], [0.16, -0.04, 0.21], [-0.07, -0.04, 0.06], [-0.08, 0.00, -0.33], [-0.21, -0.05, 0.12], [0.23, 0.03, 0.10], [0.00, 0.02, -0.03], [0.05, 0.00, -0.08], [0.04, 0.04, -0.08], [0.01, 0.01, 0.03], [-0.01, -0.02, 0.00], [-0.10, -0.04, 0.02], [0.00, -0.01, -0.02], [-0.01, 0.12, 0.05], [-0.05, -0.05, -0.06], [0.09, -0.07, 0.14], [-0.10, -0.08, -0.21], [0.05, 0.19, -0.12], [0.02, -0.03, 0.00], [0.03, -0.01, 0.09], [0.06, -0.01, 0.07], [-0.01, 0.03, -0.01], [-0.07, -0.07, -0.05], [-0.01, -0.03, -0.01], [0.01, 0.01, 0.05], [-0.09, 0.06, 0.06], [0.05, -0.01, 0.01], [-0.09, -0.17, -0.02], [-0.09, 0.33, 0.05], [-0.10, 0.08, 0.00], [0.01, -0.01, -0.01], [0.03, -0.11, -0.04], [0.03, -0.11, 0.02], [-0.02, 0.06, 0.00], [0.07, -0.01, -0.08], [0.06, 0.03, 0.02], [-0.03, -0.09, 0.01], [0.17, 0.12, 0.27], [0.00, -0.15, -0.04], [-0.07, 0.01, -0.16], [-0.27, 0.01, 0.14], [0.20, 0.24, 0.10], [-0.01, 0.00, -0.07], [0.02, -0.03, -0.07], [0.06, 0.06, -0.12], [0.04, -0.06, 0.01], [-0.07, -0.06, 0.01], [-0.07, -0.10, -0.01], [0.06, 0.03, -0.07], [0.06, 0.13, -0.03], [0.17, -0.15, -0.03], [0.06, -0.13, -0.04], [-0.17, -0.01, 0.15], [0.03, 0.18, -0.04], [0.00, -0.02, 0.00], [0.07, -0.04, -0.03], [0.05, -0.04, -0.06], [0.00, 0.04, 0.00], [-0.03, -0.03, 0.05], [-0.05, -0.03, 0.02], [0.03, -0.02, -0.03], [0.01, 0.06, 0.00], [0.06, 0.05, 0.08], [0.05, -0.15, -0.02], [-0.17, 0.02, 0.14], [0.05, 0.19, -0.04], [-0.01, -0.01, -0.01], [0.06, -0.04, -0.03], [0.04, -0.04, -0.05], [0.00, 0.04, 0.00], [-0.03, -0.03, 0.05], [-0.05, -0.03, 0.03], [0.03, -0.02, -0.02], [-0.02, -0.04, -0.05], [0.02, 0.00, 0.00], [-0.07, 0.11, 0.05], [0.19, -0.10, 0.03], [-0.13, -0.12, -0.11], [-0.01, 0.03, 0.02], [-0.06, 0.05, 0.04], [-0.04, 0.08, 0.00], [-0.01, -0.02, -0.02], [0.06, -0.01, 0.05], [0.05, 0.00, 0.00], [0.03, 0.03, -0.03], [0.08, 0.02, 0.07], [-0.04, -0.03, 0.00], [0.09, 0.02, -0.20], [-0.19, -0.06, 0.12], [0.04, 0.05, 0.14], [-0.01, 0.01, -0.03], [0.05, -0.01, -0.08], [0.03, 0.04, -0.07], [0.01, 0.00, 0.04], [-0.09, -0.10, -0.01], [-0.10, 0.01, 0.00], [0.07, 0.01, -0.04]], "mulliken_charge": [-1.14, 0.39, -0.46, -0.23, -0.41, -1.12, -0.60, -0.32, 0.49, 0.24, 0.47, -1.15, 0.43, -0.31, -0.02, 0.36, -0.11, -0.18, -0.12, -1.37, 0.45, 0.40, 0.78, -0.51, -0.19, -0.58, 0.19, -0.82, -0.07, -0.36, -0.40, -0.61, 0.31, 0.20, 0.38, -0.31, 0.41, 0.37, 0.02, 0.39, 0.10, 0.39, 0.46, 0.28, 0.43, 0.44, -0.11, -0.40, 0.51, 0.50, 0.57, 0.43, -0.22, 0.49, 0.41, 0.32, 0.42, 0.25, 0.10, -0.65, 0.18, -0.52, -1.01, 0.31, 0.35, 0.35, -0.15, 0.29, 0.29, 0.39, -0.02, -0.57, 0.22, -1.06, -0.81, 0.35, 0.37, 0.35, 0.35, 0.29, 0.12, 0.39, 0.01, -0.53, 0.23, -0.92, -1.05, 0.26, 0.31, 0.31, 0.33, 0.31, 0.23, 0.48, 0.11, -0.58, 0.18, -0.82, -0.59, 0.24, 0.31, 0.26, 0.32, 0.03, 0.30, 0.26, -0.04, -0.59, 0.68, -0.84, -1.16, 0.17, 0.07, 0.36, 0.32, 0.32, 0.18, 0.50, 0.06, -0.56, 0.14, -0.86, -0.93, 0.26, 0.33, 0.30, 0.29, 0.28, 0.28, 0.38, 0.02, -0.51, 0.20, -0.94, -0.75, 0.30, 0.34, 0.35, 0.28, 0.13, 0.22, 0.39, 0.19, -0.61, 0.13, -0.84, -0.94, 0.20, 0.32, 0.32, 0.27, 0.27, 0.29, 0.40, 0.09, -0.58, 0.16, -0.79, -0.72, 0.26, 0.30, 0.23, 0.31, 0.32, 0.30, 0.10]}